Entry 1:
Computed, not measured: C15H14FeN4O2STe as an isolated structure, with ωB97M-V with the def2-TZVPD basis set.

Computed properties:
HOMO energy (alpha / beta) (eV): -6.93 / -7.04
Kohn-Sham gap (alpha / beta) (eV): 6.8 / 6.8
Multiplicity: 5
Relative energy (zero: lowest compared OMol25 entry of this formula, charge and spin) (kcal per mole): 0.0
Calculated total energy (a.u.): -2879.391713
Total charge: 0
LUMO (alpha / beta) (eV): -0.16 / -0.21
Molar mass (g mol⁻¹): 497.8
⟨S²⟩: 6.013

Last column: Löwdin spin population.
Positions of all 38 atoms, in Å:
Fe1 1.6038 0.3835 -0.3715  3.68
C1 3.2088 -4.2099 0.1431  0.00
N1 1.8270 -3.7633 0.1962  0.01
C2 0.8186 -4.3361 0.9464  0.00
C3 -0.2828 -3.5950 0.7650  0.00
N2 0.0532 -2.5630 -0.1078  0.00
C4 1.3747 -2.6663 -0.4404  0.01
S1 2.3279 -1.6887 -1.4405  0.04
C5 -0.8835 -1.5748 -0.5090  0.00
C6 -2.2157 -1.9495 -0.6258  0.00
C7 -3.1423 -0.9822 -0.9624  0.00
C8 -2.7084 0.3087 -1.2000  0.00
C9 -1.3586 0.5802 -1.0992  0.00
N3 -0.4516 -0.3429 -0.7465  0.03
H1 3.3135 -5.0668 0.8027  0.00
H2 3.8633 -3.4039 0.4690  0.00
H3 3.4741 -4.4896 -0.8741  0.00
H4 0.9848 -5.2028 1.5596  0.00
H5 -1.2523 -3.6616 1.2187  0.00
H6 -2.5041 -2.9785 -0.4786  0.00
H7 -4.1885 -1.2419 -1.0528  0.00
H8 -3.3944 1.0991 -1.4676  0.00
H9 -0.9647 1.5660 -1.3072  0.00
O1 1.2197 -0.8358 1.7220  0.03
N4 2.1116 -0.1419 2.2199  0.01
O2 2.5959 0.6968 1.4023  0.05
Te1 1.8216 2.5058 -1.8734  0.08
C10 0.4450 3.5557 -0.6408  0.01
C11 0.5609 3.5623 0.7486  0.01
C12 -0.3885 4.2045 1.5344  0.00
C13 -1.4597 4.8617 0.9467  0.00
C14 -1.5728 4.8774 -0.4371  0.00
C15 -0.6311 4.2275 -1.2239  0.00
H10 1.4002 3.0669 1.2220  0.00
H11 -0.2822 4.1926 2.6123  0.00
H12 -2.1960 5.3649 1.5602  0.00
H13 -2.3974 5.3993 -0.9078  0.00
H14 -0.7296 4.2414 -2.3029  0.00

Atoms 1-2, force components in eV/Å:
Fe 0.02 -0.14 0.08
C -0.02 0.01 0.00


Entry 2:
Computed, not measured: an isolated ion of composition C6H8N and charge +1 in a non-equilibrium geometry, with ωB97M-V with the def2-TZVPD basis set.

Computed properties:
HOMO energy (alpha / beta) (eV): -14.40 / -14.40
Kohn-Sham gap (alpha / beta) (eV): 9.0 / 9.0
Relative energy (zero: lowest compared OMol25 entry of this formula, charge and spin) (kcal per mole): 139.7
SMILES: C1=C2[N@@H+]3CCC[C@]123
Calculated total energy (a.u.): -287.733584
Total charge: +1
LUMO (alpha / beta) (eV): -5.43 / -5.43
Molar mass (g mol⁻¹): 94.1

Last column: Mulliken charge in e.
Positions of all 15 atoms, in Å:
C1 -1.8161 0.9812 -0.7738  -0.22
C2 -1.4996 -0.2094 -1.3711  -0.46
N1 0.0327 -0.1215 -1.2153  0.23
C3 0.7188 -1.1241 -0.4534  -0.68
C4 1.0427 -0.3774 0.9567  -0.59
C5 -0.0945 0.5866 1.1652  -0.72
C6 -0.5018 0.8942 -0.2714  0.32
H1 -2.7216 1.4475 -0.5243  0.45
H2 0.4766 0.3164 -2.0284  0.44
H3 1.6044 -1.4157 -0.9554  0.43
H4 0.0953 -1.9864 -0.3489  0.29
H5 1.8658 0.2278 0.7879  0.34
H6 1.4149 -1.0887 1.6256  0.45
H7 -0.9968 0.4325 1.7149  0.42
H8 0.3791 1.4370 1.6920  0.30

Atoms 1-2, force components in eV/Å:
C 2.43 -0.13 -1.24
C -0.66 -1.01 0.37


Entry 3:
Computed, not measured: one molecule with the formula C4H10N2O2 in a non-equilibrium geometry, with ωB97M-V with the def2-TZVPD basis set.

Computed properties:
HOMO energy (eV): -8.77
Kohn-Sham gap (eV): 9.4
Relative energy (zero: lowest compared OMol25 entry of this formula, charge and spin) (kcal per mole): 111.9
SMILES: CCN(O)C(=O)CN
Calculated total energy (a.u.): -418.282641
Total charge: 0
LUMO (eV): 0.64
Molar mass (g mol⁻¹): 118.1

Last column: natural (NBO) charge in e.
Positions of all 18 atoms, in Å:
C1 2.4891 -0.0290 -0.3742  -0.78
C2 1.6830 -1.0898 0.1694  -0.14
N1 -0.0120 -0.5343 0.5904  -0.19
O1 -0.9749 -1.5286 0.2700  -0.58
C3 -0.3271 0.6846 0.1504  0.61
O2 0.5434 1.5918 0.2532  -0.64
C4 -1.6298 0.9362 -0.5995  -0.31
N2 -2.8481 0.8089 0.1923  -0.82
H1 3.4884 0.0436 0.0457  0.23
H2 2.4523 0.0677 -1.4554  0.22
H3 1.8316 0.9822 -0.0194  0.35
H4 1.9621 -1.4562 1.1528  0.21
H5 1.3618 -1.8673 -0.5139  0.21
H6 -0.9923 -2.0963 1.0510  0.48
H7 -1.6951 0.2447 -1.4433  0.21
H8 -1.5701 1.9509 -0.9959  0.22
H9 -2.9437 -0.1400 0.5340  0.36
H10 -2.8185 1.4309 0.9926  0.36

Atoms 1-2, force components in eV/Å:
C -0.76 2.49 0.15
C -2.38 -0.22 0.76


Entry 4:
Computed, not measured: C15H35N2NdOP3 as an isolated structure in a non-equilibrium geometry, with ωB97M-V with the def2-TZVPD basis set.

Computed properties:
HOMO energy (alpha / beta) (eV): -14.67 / -14.81
Kohn-Sham gap (alpha / beta) (eV): 8.3 / 5.7
Multiplicity: 5
Calculated total energy (a.u.): -2362.131557
Total charge: +2
LUMO (alpha / beta) (eV): -6.33 / -9.10
Molar mass (g mol⁻¹): 496.6
⟨S²⟩: 6.035

Last column: Löwdin spin population.
Positions of all 57 atoms, in Å:
Nd1 1.0912 0.1538 -0.3482  3.04
P1 1.4855 3.0791 -0.0762  0.00
P2 2.7511 -2.2070 -0.0487  0.10
N1 -1.0167 0.9940 -1.2095  0.00
N2 -0.3686 -1.5641 -1.1668  0.30
H1 -2.6825 0.5233 -2.4720  0.00
H2 -2.3533 -2.0611 -1.7850  0.01
H3 -2.8394 -0.0198 -0.7838  0.00
C1 -2.1261 0.0844 -1.6235  0.00
H4 -1.3692 -1.3251 -3.0529  0.02
C2 -1.5788 -1.2939 -1.9636  0.03
H5 -1.8261 2.5874 -2.2402  0.00
H6 -0.3872 -3.5206 -1.8063  0.00
C3 -0.9845 2.2091 -1.6313  0.00
C4 0.1779 -2.7622 -1.2631  0.01
H7 -0.4227 4.1581 -1.0312  0.00
C5 0.0683 3.2428 -1.3910  0.00
H8 0.6043 3.4547 -2.3231  0.00
H9 3.7839 -1.5700 -0.8743  0.02
H10 3.1545 -2.0533 1.3571  0.01
H11 2.4436 3.6653 -0.9576  0.00
H12 1.3244 4.3471 0.5492  0.00
O1 1.8709 0.5378 -2.3250  -0.01
C6 1.3771 0.2454 -3.6103  0.00
C7 1.6409 1.4264 -4.5291  0.00
C8 2.0046 -1.0606 -4.0830  0.00
H13 0.2732 0.1016 -3.5278  0.00
H14 1.0079 2.2756 -4.2337  0.00
H15 2.7013 1.7251 -4.4503  0.00
H16 1.4149 1.1929 -5.5716  0.00
H17 1.7414 -1.8844 -3.4043  0.00
H18 1.6648 -1.3279 -5.0861  0.00
H19 3.1014 -0.9571 -4.0878  0.00
C9 1.4243 -3.1692 -0.7174  0.46
H20 1.5809 -4.2446 -0.7921  0.02
C10 1.4653 0.0933 4.4648  0.00
C11 0.2625 -0.7511 4.0289  0.00
P3 -0.2562 -0.4039 2.3132  0.00
C12 -1.5689 -1.6342 1.9426  0.00
C13 -2.6193 -1.9594 2.9990  0.00
C14 -1.0531 1.2638 2.4572  0.00
C15 -1.9801 1.5586 3.6290  0.00
H21 2.2928 0.0094 3.7547  0.00
H22 1.8222 -0.2528 5.4400  0.00
H23 1.2078 1.1509 4.5580  0.00
H24 0.5381 -1.8200 4.0787  0.00
H25 -0.5929 -0.6033 4.7073  0.00
H26 -2.0599 -1.2951 1.0169  0.00
H27 -1.0249 -2.5587 1.6754  0.00
H28 -3.3226 -1.1334 3.1520  0.00
H29 -3.1911 -2.8214 2.6307  0.00
H30 -2.1810 -2.2381 3.9637  0.00
H31 -0.2156 1.9846 2.4749  0.00
H32 -1.5883 1.4233 1.5069  0.00
H33 -1.5273 1.3513 4.6053  0.00
H34 -2.2090 2.6326 3.5999  0.00
H35 -2.9317 1.0209 3.5616  0.00

Atoms 1-2, force components in eV/Å:
Nd 1.56 1.37 -0.55
P -0.12 1.27 -1.24


Entry 5:
Computed, not measured: one molecule with the formula C20H28N4O2S in a non-equilibrium geometry, with ωB97M-V with the def2-TZVPD basis set.

Computed properties:
HOMO energy (eV): -8.54
Kohn-Sham gap (eV): 9.1
Relative energy (zero: lowest compared OMol25 entry of this formula, charge and spin) (kcal per mole): 28.3
SMILES: CCCCNC(=O)CSc1nnc(Cc2ccccc2)n1C[C@@H]1CCCO1
Calculated total energy (a.u.): -1546.628791
Total charge: 0
LUMO (eV): 0.59
Molar mass (g mol⁻¹): 388.5

Last column: natural (NBO) charge in e.
Positions of all 55 atoms, in Å:
C1 -5.1330 -1.4853 0.5155  -0.61
C2 -4.2891 -1.3282 -0.7438  -0.39
C3 -3.2370 -0.2276 -0.6216  -0.41
C4 -3.8431 1.1753 -0.5654  -0.23
N1 -2.8025 2.1788 -0.5789  -0.62
C5 -2.5551 2.9774 0.4716  0.66
O1 -3.2567 3.0684 1.4572  -0.63
C6 -1.2880 3.8152 0.3033  -0.60
S1 0.1480 2.9552 1.0213  0.27
C7 0.3922 1.7066 -0.1658  0.18
N2 -0.1881 1.6204 -1.3340  -0.37
N3 0.2310 0.4771 -1.9094  -0.30
C8 1.0637 -0.1119 -1.1025  0.36
C9 1.6919 -1.4370 -1.3317  -0.50
C10 1.0814 -2.4547 -0.3988  0.07
C11 -0.2912 -2.6716 -0.4161  -0.25
C12 -0.8687 -3.5775 0.4544  -0.19
C13 -0.0790 -4.2805 1.3496  -0.22
C14 1.2895 -4.0748 1.3677  -0.21
C15 1.8674 -3.1631 0.4999  -0.25
N4 1.2143 0.6347 0.0402  -0.38
C16 2.0350 0.3701 1.1883  -0.24
C17 3.5035 0.8059 1.0033  0.10
C18 3.6824 2.3155 0.7737  -0.44
C19 4.7782 2.3744 -0.2888  -0.43
C20 4.4895 1.1001 -1.0757  -0.07
O2 4.0964 0.1438 -0.1067  -0.54
H1 -4.4966 -1.6662 1.3790  0.20
H2 -5.8160 -2.3252 0.4101  0.21
H3 -5.7212 -0.5917 0.7048  0.20
H4 -3.7810 -2.2730 -0.9510  0.20
H5 -4.9388 -1.1114 -1.5946  0.20
H6 -2.6361 -0.3945 0.2762  0.20
H7 -2.5683 -0.2717 -1.4858  0.21
H8 -4.4180 1.3247 0.3503  0.23
H9 -4.4982 1.3301 -1.4296  0.19
H10 -2.0670 2.0613 -1.2739  0.43
H11 -1.0597 4.0272 -0.7392  0.24
H12 -1.3744 4.7328 0.8839  0.26
H13 2.7679 -1.3719 -1.1652  0.25
H14 1.4994 -1.7124 -2.3703  0.25
H15 -0.9017 -2.1236 -1.1186  0.22
H16 -1.9368 -3.7363 0.4356  0.21
H17 -0.5293 -4.9881 2.0296  0.21
H18 1.9105 -4.6232 2.0608  0.21
H19 2.9368 -3.0032 0.5165  0.21
H20 1.6133 0.9092 2.0413  0.23
H21 2.0067 -0.7049 1.3857  0.24
H22 4.0439 0.4781 1.9024  0.19
H23 3.9472 2.8336 1.6917  0.23
H24 2.7623 2.7516 0.3861  0.21
H25 4.7260 3.2673 -0.9060  0.22
H26 5.7638 2.3125 0.1734  0.21
H27 5.3559 0.6980 -1.6026  0.20
H28 3.6762 1.2643 -1.7979  0.17

Atoms 1-2, force components in eV/Å:
C 0.04 -0.04 -0.24
C 0.14 0.10 0.19


Entry 6:
Computed, not measured: C18H60Cd2N4O12 as an isolated structure in a non-equilibrium geometry, with ωB97M-V with the def2-TZVPD basis set.

Computed properties:
HOMO energy (eV): -12.83
Kohn-Sham gap (eV): 2.9
Relative energy (zero: lowest compared OMol25 entry of this formula, charge and spin) (kcal per mole): 107.7
Calculated total energy (a.u.): -2178.365925
Total charge: +2
LUMO (eV): -9.97
Molar mass (g mol⁻¹): 749.5

Last column: Mulliken charge in e.
Positions of all 96 atoms, in Å:
Cd1 19.4596 -4.5647 4.7413  0.92
Cd2 17.4888 -3.7231 8.1318  1.08
O1 18.8111 -6.4941 4.1658  -0.80
C1 18.3349 -7.2146 5.2837  1.11
C2 18.2609 -6.4014 6.6594  1.28
O2 18.4891 -5.0304 6.6985  -1.04
H1 18.8153 -8.1926 5.3123  0.54
H2 17.2968 -7.4541 5.0530  -0.83
H3 19.0207 -6.8826 7.2752  0.26
H4 17.3990 -6.6556 7.2764  -1.09
C3 14.6496 -11.2829 3.8615  -1.21
C4 16.0215 -10.7571 4.2641  -0.03
C5 16.9112 -10.2832 3.0811  0.16
O3 17.4010 -11.4937 2.3531  -0.43
C6 18.2661 -11.0718 1.2663  -0.56
N1 15.9071 -9.8270 5.3220  -0.17
H5 14.1227 -11.6929 4.7231  0.36
H6 14.8255 -12.0906 3.1510  0.47
H7 14.0460 -10.5095 3.3866  -0.08
H8 16.5127 -11.5594 4.8146  0.49
H9 17.8224 -9.8261 3.4669  0.00
H10 16.3622 -9.5379 2.5054  0.22
H11 19.1530 -10.5244 1.5855  0.12
H12 17.7348 -10.4385 0.5558  0.28
H13 18.6905 -11.7984 0.5734  0.34
H14 15.4432 -8.9704 5.0553  -0.28
H15 16.8526 -9.5644 5.5611  -0.01
C7 13.1703 -6.4018 7.1706  -2.01
C8 13.9900 -6.8127 5.9407  2.23
C9 12.9995 -7.1554 4.8274  -1.16
O4 13.8781 -7.6688 3.7301  -0.24
C10 13.2093 -7.8542 2.5040  -0.93
N2 14.8389 -5.7226 5.4483  -0.37
H16 12.2288 -6.9468 7.2388  0.50
H17 12.7758 -5.3956 7.0292  0.39
H18 13.7115 -6.4817 8.1134  0.46
H19 14.5418 -7.7298 6.1473  -1.15
H20 12.4237 -6.2819 4.5214  0.54
H21 12.2822 -7.9132 5.1427  0.45
H22 12.8943 -8.8878 2.3608  0.25
H23 13.9238 -7.5869 1.7254  0.27
H24 12.4122 -7.1303 2.3347  0.40
H25 15.1108 -5.9772 4.5095  0.30
H26 14.2721 -4.8933 5.3430  0.32
C11 14.1301 -11.0891 10.0899  -1.58
C12 14.3532 -10.1958 8.8498  0.53
C13 15.7680 -9.5834 8.8424  -0.22
O5 15.9144 -8.9105 10.0756  -0.38
C14 17.2345 -8.4641 10.2348  -0.60
N3 14.2189 -10.9701 7.5339  -0.51
H27 13.9068 -10.4250 10.9249  0.39
H28 14.9814 -11.7204 10.3443  0.35
H29 13.2193 -11.6719 9.9527  0.44
H30 13.7291 -9.3034 8.8962  0.13
H31 15.7460 -8.8883 8.0031  -0.25
H32 16.3904 -10.4458 8.6036  0.51
H33 17.4323 -8.2418 11.2834  0.36
H34 17.4569 -7.6151 9.5884  -0.02
H35 17.9313 -9.2616 9.9768  0.38
H36 14.9887 -10.5828 7.0070  0.23
H37 14.5447 -11.8720 7.8507  0.39
C15 21.7793 -9.0829 7.0698  -1.22
C16 23.1471 -9.1129 7.7731  0.61
C17 24.3679 -9.6222 7.0114  -0.89
O6 24.2795 -10.9215 6.5093  -0.35
C18 24.1962 -11.9712 7.5427  -0.75
N4 23.2584 -7.7117 8.1307  -0.56
H38 21.0014 -8.6749 7.7152  0.40
H39 21.4860 -10.0817 6.7465  0.44
H40 21.7544 -8.6290 6.0791  0.11
H41 23.0203 -9.7457 8.6515  0.15
H42 25.2672 -9.5104 7.6172  0.43
H43 24.5595 -8.9154 6.2041  0.34
H44 23.2425 -11.8896 8.0641  0.29
H45 24.9294 -11.9001 8.3462  0.33
H46 24.2607 -12.9518 7.0711  0.26
H47 22.3851 -7.3549 8.4915  0.18
H48 24.0229 -7.4771 8.7477  0.25
O7 18.5436 -7.4823 1.4736  -0.62
H49 18.6275 -7.3466 2.4175  0.22
H50 17.7069 -7.0768 1.2463  0.30
O8 17.6440 -3.7400 4.0835  -0.44
H51 16.7622 -4.0824 4.2300  0.24
H52 17.5194 -3.0054 3.4825  0.30
O9 20.7437 -9.2938 3.3661  -0.63
H53 21.5191 -8.7353 3.4207  0.26
H54 20.0077 -8.6820 3.3533  0.28
O10 15.6943 -4.5935 7.9203  -0.66
H55 15.5501 -5.1435 7.1503  0.68
H56 14.8564 -4.6036 8.3828  0.28
O11 21.4073 -5.6038 5.2350  -0.49
H57 21.4885 -6.4942 4.8932  0.25
H58 22.1317 -5.5176 5.8547  0.29
O12 20.2459 -4.1948 2.9315  -0.43
H59 20.0518 -3.4973 2.3054  0.30
H60 20.5812 -4.9128 2.3947  0.34

Atoms 1-2, force components in eV/Å:
Cd 0.35 -1.75 2.45
Cd 2.04 -0.91 -0.90


Entry 7:
Computed, not measured: C5H11NO2 as an isolated structure in a non-equilibrium geometry, with ωB97M-V with the def2-TZVPD basis set.

Computed properties:
HOMO energy (eV): -8.73
Kohn-Sham gap (eV): 9.1
Relative energy (zero: lowest compared OMol25 entry of this formula, charge and spin) (kcal per mole): 126.4
Calculated total energy (a.u.): -402.176789
Total charge: 0
LUMO (eV): 0.40
Molar mass (g mol⁻¹): 117.1

Last column: natural (NBO) charge in e.
Positions of all 19 atoms, in Å:
C1 1.5173 -1.3326 -0.5940  -0.27
C2 -2.2958 -0.1716 0.4384  -0.71
C3 -1.0389 -0.0636 1.2171  0.29
O1 0.4145 -0.5998 -1.0964  -0.57
N1 -0.4282 -0.7589 2.0143  -0.66
H1 -0.7150 -1.7097 2.2383  0.36
H2 2.4488 -0.9888 -1.0504  0.20
H3 1.5969 -1.2317 0.4972  0.18
H4 1.3350 -2.3803 -0.8339  0.19
H5 -3.0015 0.5967 0.7524  0.23
H6 -2.0690 -0.0455 -0.6177  0.24
H7 -2.7447 -1.1556 0.5887  0.22
C4 0.7941 1.6188 -0.0776  -0.25
C5 0.6739 0.8188 -1.3432  0.35
O2 1.9019 1.3033 -1.4503  -0.54
H8 -0.1059 1.1353 -2.0488  0.16
H9 -0.3191 0.9740 0.7827  0.13
H10 1.4953 1.3140 0.6934  0.24
H11 0.5406 2.6772 -0.1100  0.22

Atoms 1-2, force components in eV/Å:
C 0.17 0.10 0.21
C -0.25 -0.53 0.17


Entry 8:
Computed, not measured: a 2-piece molecular cluster, C2H3N3O2 overall in a non-equilibrium geometry, with ωB97M-V with the def2-TZVPD basis set.

Computed properties:
HOMO energy (eV): -9.58
Kohn-Sham gap (eV): 8.8
Relative energy (zero: lowest compared OMol25 entry of this formula, charge and spin) (kcal per mole): 81.4
Calculated total energy (a.u.): -392.663775
Total charge: 0
LUMO (eV): -0.79
Molar mass (g mol⁻¹): 101.1

Last column: natural (NBO) charge in e.
Positions of all 10 atoms, in Å:
N1 0.8568 -1.5612 0.6205  -0.82
C1 0.2586 -0.5205 -0.0254  0.45
N2 1.3567 0.3698 -0.5371  0.10
O1 0.9544 1.3530 -1.0818  -0.20
C2 -1.7060 2.6415 -0.6813  0.52
O2 -1.3597 2.8906 0.3732  -0.53
N3 -0.9543 -0.2186 -0.2171  -0.68
H1 0.3291 -2.3857 0.8560  0.40
H2 1.8538 -1.6641 0.5044  0.41
H3 -1.5893 -0.9049 0.1887  0.35

Atoms 1-2, force components in eV/Å:
N 0.01 -0.05 -0.04
C -0.38 -0.08 0.02